Entry 1:
71
Properties=species:S:1:pos:R:3:forces:R:3 method="wB97M-V/def2-TZVPD" charge=-1 e_tot_ha=-2192.35947 orbital_gap_ev=4.462 e_lumo_ev=1.04 multiplicity=1 de_lowest_kcal_mol=0.0
C -4.05614 -1.09860 -2.77738 0.02 -0.13 -0.04
N -2.89783 -0.21794 -2.94170 -0.27 -0.11 -0.34
C -2.45338 -0.05965 -4.24119 0.40 0.29 0.49
S -3.08700 -0.93527 -5.52600 0.22 0.51 0.59
N -1.45986 0.88964 -4.40895 -0.10 -0.25 -0.40
C -1.06394 1.15086 -5.79373 0.08 -0.10 -0.11
C -0.79751 1.58693 -3.37711 1.09 1.02 -0.57
O 0.07256 2.42134 -3.64162 -1.21 -1.13 0.11
C -1.19906 1.27315 -2.00888 -0.10 0.23 0.12
C -0.58744 1.96141 -0.99860 -0.32 -0.10 0.07
C -0.76802 1.74056 0.41404 0.21 -0.03 0.89
C -0.85275 0.44440 0.97073 -0.31 0.55 -0.08
C -1.15311 0.25035 2.30447 0.11 0.78 -0.17
C -1.33147 1.37952 3.15815 0.14 0.14 -0.95
N -1.65479 1.19842 4.47014 -0.50 -0.05 0.63
C -1.63071 -0.10783 5.08827 0.22 -0.23 -0.08
C -2.11866 -1.18050 4.13031 -0.09 0.03 -0.07
C -1.32538 -1.13889 2.82783 0.24 -0.61 0.16
C -1.65136 2.29505 5.41238 0.20 0.14 -0.11
C -2.19735 3.55959 4.77391 -0.10 -0.02 -0.05
C -1.42301 3.89096 3.50082 0.19 0.54 0.27
C -1.19832 2.69598 2.62834 0.05 -0.81 -0.24
C -0.87462 2.84884 1.29121 -0.03 -0.56 -0.54
C -2.41169 0.47330 -1.80961 -0.61 -0.48 1.24
O -3.02130 0.39177 -0.74104 0.54 -0.03 -1.53
H -4.25107 -1.24388 -1.71792 0.08 0.12 -0.11
H -4.92045 -0.65127 -3.28422 0.12 -0.16 0.21
H -3.82309 -2.04156 -3.28182 -0.18 0.16 0.27
H -0.21076 1.82539 -5.79492 -0.14 -0.06 0.08
H -0.82035 0.19210 -6.26729 0.06 0.37 0.06
H -1.92142 1.57955 -6.32656 0.29 -0.03 0.04
H 0.06352 2.78881 -1.27503 -0.01 -0.18 -0.21
H -0.70382 -0.42457 0.32625 -0.06 0.24 0.17
H -0.60521 -0.34083 5.42891 -0.17 -0.06 -0.01
H -2.27209 -0.05601 5.97720 0.13 -0.11 -0.15
H -2.02228 -2.15740 4.60960 -0.04 0.02 -0.06
H -3.18118 -1.02080 3.90712 0.12 0.04 0.12
H -1.83947 -1.74263 2.07064 0.14 0.06 0.10
H -0.33532 -1.59778 2.97592 -0.19 0.07 0.00
H -2.26518 1.98723 6.26844 0.13 0.17 -0.13
H -0.62422 2.46920 5.78319 -0.17 0.05 0.01
H -3.25706 3.41851 4.52776 0.13 -0.06 0.07
H -2.13120 4.37833 5.49400 -0.03 0.02 -0.08
H -1.96851 4.65345 2.93364 0.12 -0.05 0.06
H -0.45270 4.33562 3.76916 -0.16 -0.05 -0.01
H -0.76054 3.85097 0.86737 -0.08 -0.21 0.20
C 0.75594 -2.70267 -5.60499 -0.26 -0.07 -0.10
C 1.77990 -2.10522 -4.67423 -0.16 -0.06 -0.07
O 1.46616 -2.45827 -3.31781 0.08 0.13 -0.72
C 2.36332 -1.86991 -2.46733 0.78 0.62 0.99
C 2.27607 -2.37061 -1.11755 -0.05 0.19 -0.81
C 3.18092 -1.99819 -0.12639 0.48 0.30 0.55
C 4.13528 -0.93006 -0.32308 0.32 0.03 0.26
C 5.04187 -0.56619 0.64440 -0.35 -0.36 0.07
C 5.05321 -1.23632 1.88675 -0.15 -0.06 0.04
N 5.95361 -0.81174 2.90149 0.50 0.28 0.38
O 5.89286 -1.33532 4.03630 0.13 0.50 -1.06
O 6.78164 0.08633 2.62325 -0.79 -0.94 0.50
C 4.14251 -2.29181 2.13091 -0.05 0.21 -0.24
C 3.23329 -2.66168 1.16108 0.21 0.30 -0.09
O 3.14952 -1.01677 -2.91315 -0.77 -0.81 0.21
H 1.11771 -2.59000 -6.63190 -0.11 0.00 0.03
H 0.59677 -3.76865 -5.41767 0.06 0.10 0.02
H -0.21078 -2.19190 -5.52670 0.10 -0.13 0.02
H 2.78594 -2.48544 -4.91115 -0.24 0.23 0.07
H 1.78778 -1.01081 -4.76620 0.15 -0.30 -0.05
H 1.53869 -3.13821 -0.92459 0.04 -0.08 -0.01
H 4.13734 -0.42129 -1.28098 -0.01 -0.12 0.34
H 5.75087 0.24106 0.47884 -0.18 -0.18 0.01
H 4.18774 -2.79114 3.09731 -0.07 0.08 -0.26
H 2.54640 -3.49100 1.34717 0.18 0.23 -0.03

Entry 2:
76
Properties=species:S:1:pos:R:3:forces:R:3 method="wB97M-V/def2-TZVPD" charge=0 e_tot_ha=-2911.09486 orbital_gap_ev="7.714 / 7.418" e_lumo_ev="-0.54 / -0.88" s2=0.76 multiplicity=2 de_lowest_kcal_mol=4.6
Ru -0.33506 0.15044 -0.18110 0.26 -0.41 -0.56
O 1.11572 -0.53309 1.12537 0.06 -0.42 0.48
C 2.14071 -1.16136 0.85284 -0.07 -0.11 -0.14
C 2.37951 -1.92689 -0.33440 0.12 0.11 0.04
C 3.52181 -2.74238 -0.36453 -0.19 0.07 -0.01
C 3.69136 -3.61141 -1.40269 0.20 -0.17 -0.14
C 2.73271 -3.72524 -2.42651 -0.03 -0.02 0.01
C 1.62747 -2.92504 -2.42679 0.18 0.01 0.00
C 1.44339 -1.94362 -1.41444 -0.13 0.14 0.20
O 0.44956 -1.13952 -1.52018 0.37 0.33 -0.68
N 4.88759 -4.45902 -1.44753 -0.33 0.07 0.03
O 4.98658 -5.24057 -2.37287 0.06 -0.02 -0.03
O 5.70269 -4.34017 -0.55311 0.08 0.02 0.07
H 2.93077 -1.15383 1.61402 0.00 -0.15 0.02
H 4.25343 -2.69968 0.43140 0.00 -0.01 0.01
H 2.88852 -4.45602 -3.20722 0.03 0.01 0.01
H 0.88133 -2.99182 -3.20571 0.01 0.03 -0.01
C 2.31258 4.67400 1.67452 0.04 -0.01 0.04
C 1.88975 4.76215 0.21628 -0.13 -0.02 -0.10
N 0.45471 4.53135 0.01326 0.04 0.18 0.10
C -0.42790 5.70977 0.07922 0.10 -0.08 -0.10
C -1.04298 5.92633 1.45366 -0.03 0.00 0.04
C -0.06988 3.31107 -0.12844 -0.09 0.28 -0.30
S 1.03850 1.97473 -0.14592 0.25 0.26 0.36
N -1.42005 3.28651 -0.21747 0.28 -0.21 0.37
C -2.05485 2.26805 -0.75218 0.15 -0.27 -0.43
O -1.50997 1.27298 -1.35460 -0.89 0.23 -0.07
C -3.54254 2.27230 -0.69926 0.06 0.14 -0.07
C -4.23161 3.29402 -0.05111 -0.03 0.04 0.02
C -5.61404 3.25926 0.02321 0.02 -0.03 -0.01
C -6.31345 2.20684 -0.55574 0.00 0.01 0.00
C -5.62975 1.19024 -1.20871 0.04 0.02 0.00
C -4.24461 1.22050 -1.28185 -0.05 -0.02 0.02
H 3.39698 4.76326 1.74927 0.00 0.01 0.00
H 2.02192 3.71492 2.10233 0.00 0.00 -0.02
H 1.86805 5.47080 2.26979 -0.01 0.00 -0.01
H 2.44564 4.05027 -0.38922 0.00 -0.03 0.01
H 2.09979 5.75135 -0.18927 0.04 0.01 0.03
H -1.20619 5.59338 -0.66976 -0.01 -0.02 0.01
H 0.18633 6.56268 -0.20803 -0.04 0.03 0.01
H -1.52217 5.01289 1.80322 -0.01 0.00 -0.03
H -1.79978 6.71001 1.39776 0.01 0.01 0.00
H -0.29859 6.23210 2.18827 0.01 -0.02 -0.01
H -3.67121 4.10628 0.39212 0.00 -0.01 0.00
H -6.14839 4.05041 0.53255 0.00 0.00 0.00
H -7.39427 2.18241 -0.49859 0.00 0.00 0.00
H -6.17466 0.37402 -1.66480 -0.01 0.00 0.00
H -3.69253 0.43367 -1.77626 0.01 0.00 -0.01
C 3.69440 -6.07399 2.74095 0.00 -0.01 -0.01
C 2.26609 -5.63544 2.90507 0.07 0.06 0.01
C 1.23800 -6.57006 2.88175 -0.03 -0.08 -0.01
C -0.08058 -6.18837 3.06657 0.02 0.07 -0.03
C -0.37349 -4.84757 3.26759 0.18 -0.04 -0.07
C 0.63324 -3.89027 3.28305 -0.04 -0.02 -0.01
C 1.94435 -4.29301 3.10235 -0.01 0.00 -0.03
S -2.03045 -4.37516 3.59822 -0.03 0.01 0.23
O -2.82719 -5.56917 3.53103 -0.05 0.06 0.07
O -2.04238 -3.53681 4.76378 -0.07 -0.10 -0.02
N -2.41897 -3.38571 2.34027 -0.17 0.10 -0.12
C -3.30970 -2.24947 2.64733 0.27 -0.03 -0.12
C -3.58785 -1.49712 1.35632 -0.21 0.07 -0.07
C -2.35618 -0.91559 0.73902 0.36 0.23 -0.09
O -1.59290 -0.14105 1.42036 -0.46 0.42 0.35
O -2.01324 -1.12632 -0.45342 -0.15 -0.76 0.76
H 3.98514 -6.74322 3.55239 0.00 0.00 0.00
H 4.37597 -5.22572 2.74366 0.02 0.02 -0.01
H 3.83375 -6.61758 1.80614 0.00 0.00 -0.02
H 1.47246 -7.61626 2.72439 0.00 0.00 0.01
H -0.88085 -6.91445 3.06364 -0.01 0.00 0.01
H 0.38984 -2.84720 3.44250 -0.02 0.00 0.01
H 2.73853 -3.55665 3.12452 0.02 0.02 0.01
H -2.75715 -3.95282 1.56886 0.02 0.04 -0.01
H -2.79062 -1.60670 3.35330 -0.02 0.01 0.01
H -4.25141 -2.56544 3.10017 -0.01 -0.04 -0.02
H -4.26896 -0.67090 1.57734 0.00 -0.01 -0.05
H -4.06088 -2.13651 0.60925 -0.04 0.00 0.03

Entry 3:
71
Properties=species:S:1:pos:R:3:forces:R:3 method="wB97M-V/def2-TZVPD" charge=+2 e_tot_ha=-2714.15862 orbital_gap_ev="6.566 / 7.044" e_lumo_ev="-6.98 / -6.54" s2=0.95 multiplicity=2 de_lowest_kcal_mol=2.4
Tc -0.60346 0.94137 -0.06067 -0.07 -0.11 0.84
C -2.69370 -2.59383 2.39554 0.00 0.03 0.00
N -1.23435 -2.64501 2.32409 -0.08 -0.09 -0.05
C -0.52286 -3.80852 2.49011 0.07 0.05 0.01
C 0.78348 -3.48848 2.40468 -0.06 -0.04 -0.09
N 0.85701 -2.12843 2.18181 0.15 0.00 0.09
C -0.39466 -1.61719 2.12279 -0.09 0.07 0.08
S -0.93282 0.04592 2.09421 0.07 -0.03 -0.17
C 2.09585 -1.39114 2.19352 -0.10 -0.11 0.01
C 3.15218 -1.84777 2.96723 -0.02 0.09 0.07
C 4.31638 -1.09847 2.94547 0.01 0.06 -0.03
C 4.36689 0.04965 2.16798 -0.03 -0.09 0.01
C 3.24786 0.39209 1.43045 0.05 0.02 -0.03
N 2.12237 -0.32000 1.43726 -0.04 0.05 -0.13
H -3.01304 -3.20226 3.23780 -0.03 0.02 0.00
H -3.11409 -2.98670 1.47440 -0.03 -0.01 -0.02
H -3.01006 -1.56590 2.54383 0.01 -0.03 -0.02
H -1.00337 -4.75494 2.65956 -0.02 -0.02 -0.02
H 1.65194 -4.11731 2.45266 0.07 0.02 0.01
H 3.07737 -2.72079 3.59748 -0.07 -0.04 0.00
H 5.16574 -1.40700 3.53881 0.02 0.01 0.00
H 5.25694 0.65969 2.12382 0.03 0.00 0.00
H 3.25068 1.25083 0.77348 -0.01 0.08 -0.02
O 0.85871 2.26786 0.26653 -0.14 -0.18 -0.24
N 0.64543 3.39313 0.97964 0.03 0.13 -0.06
C 1.71813 4.16047 1.27097 -0.01 0.02 0.02
C 1.55088 5.30449 1.99780 -0.01 0.00 -0.02
C 0.26584 5.66037 2.42261 0.02 -0.02 0.01
C -0.80584 4.86614 2.09397 0.00 -0.03 -0.02
C -0.60425 3.70603 1.34187 0.04 0.09 -0.04
S -1.87836 2.67244 0.79398 0.18 -0.33 -0.18
H 2.66033 3.80084 0.88989 0.02 -0.05 -0.01
H 2.41181 5.91353 2.22705 0.01 0.01 0.02
H 0.11563 6.55826 3.00479 0.00 0.02 0.00
H -1.81292 5.11475 2.39472 -0.02 0.01 0.00
C -4.34172 0.91175 0.57629 0.04 0.05 0.07
Si -3.76927 -0.01845 -0.91648 0.21 -0.05 -0.04
C -4.34514 0.89411 -2.42609 -0.02 0.02 -0.03
C -4.39509 -1.77598 -0.73176 -0.01 0.01 -0.04
N -1.91950 -0.10037 -1.06696 0.08 0.44 -0.01
C -1.43706 -0.81121 -2.18425 0.00 -0.09 -0.09
C -2.22612 -1.54364 -3.08985 0.10 0.07 0.10
C -1.66631 -2.14788 -4.19671 0.08 0.01 0.00
C -0.30589 -2.02414 -4.45309 -0.03 0.01 -0.01
C 0.50861 -1.31577 -3.58329 -0.03 -0.06 -0.02
C -0.06744 -0.75450 -2.46431 -0.06 0.01 -0.04
O 0.65348 -0.01768 -1.52669 0.00 0.04 0.08
C 2.06647 0.05138 -1.68135 -0.14 0.01 0.00
C 2.61715 1.26041 -2.03823 0.08 -0.01 -0.02
C 3.99856 1.32836 -2.18736 -0.01 -0.01 -0.01
C 4.77787 0.19692 -1.99580 -0.01 0.00 0.00
C 4.18539 -1.01285 -1.65001 -0.02 0.01 0.03
C 2.81179 -1.09320 -1.48319 0.08 0.04 0.00
H -5.40717 0.68310 0.66467 -0.04 -0.04 -0.01
H -4.26349 1.99061 0.46338 -0.10 -0.02 0.03
H -3.86448 0.61407 1.51013 0.00 0.02 0.02
H -5.38138 1.20359 -2.27732 -0.04 0.01 0.00
H -4.29548 0.33112 -3.35562 0.00 0.00 -0.02
H -3.75119 1.80239 -2.55116 -0.01 0.03 -0.01
H -4.84610 -1.89310 0.25367 -0.01 -0.02 0.04
H -3.62544 -2.53589 -0.85737 0.03 -0.05 0.01
H -5.18076 -1.98495 -1.46058 0.00 -0.01 -0.04
H -3.28599 -1.64112 -2.93850 -0.11 0.00 0.03
H -2.29702 -2.70442 -4.87471 -0.01 -0.01 -0.02
H 0.12503 -2.46973 -5.33808 0.01 -0.02 -0.01
H 1.56387 -1.20524 -3.78274 -0.01 0.00 0.00
H 1.98724 2.12368 -2.19869 -0.02 0.01 -0.02
H 4.45839 2.26366 -2.47471 0.02 0.01 -0.01
H 5.84899 0.25193 -2.13089 0.02 0.00 0.00
H 4.79306 -1.89625 -1.51179 0.02 -0.01 0.00
H 2.32846 -2.02481 -1.22067 -0.02 -0.01 0.01

Molecular weight (g/mol)
563.7; 744.8; 671.8